# 1
Formula: C41H40Br2N5OV
Source: the OMol25 dataset
Level of theory: ωB97M-V/def2-TZVPD

Results
* <S²>: 3.78
* ΔE to the lowest compared entry with this formula, charge and spin: 2.5 kcal/mol
* Kohn-Sham gap (alpha / beta): 4.814 / 6.400 eV
* E: -8027.359447 Ha
* total charge: +1
* 2S+1: 4

```
90
Properties=species:S:1:pos:R:3:lowdin_charge:R:1
V 0.22 -1.90 -0.05 0.8783
C 2.39 -2.47 3.90 -0.0231
C 1.31 -2.52 4.77 -0.0212
C 0.03 -2.48 4.25 0.0152
C -0.14 -2.34 2.89 -0.1713
N 0.91 -2.21 2.05 0.0286
C 2.14 -2.31 2.55 -0.1925
C -1.46 -2.49 2.22 -0.1532
C -2.67 -2.71 2.86 0.0291
C -3.78 -3.05 2.10 -0.0070
C -3.67 -3.16 0.72 0.0255
C -2.45 -2.86 0.13 -0.1810
N -1.39 -2.52 0.88 0.0330
C -2.16 -2.87 -1.32 -0.1795
C -3.06 -3.28 -2.29 0.0204
C -2.70 -3.24 -3.62 -0.0157
C -1.42 -2.81 -3.95 -0.0103
C -0.57 -2.42 -2.94 -0.0665
N -0.93 -2.42 -1.65 0.0269
H 3.41 -2.53 4.25 0.1201
H 1.47 -2.61 5.84 0.1213
H -0.83 -2.58 4.91 0.1142
H 2.95 -2.26 1.83 0.0887
H -2.75 -2.63 3.93 0.1186
H -4.73 -3.24 2.58 0.1242
H -4.51 -3.45 0.12 0.1189
H -4.05 -3.63 -2.00 0.1179
H -3.40 -3.54 -4.39 0.1231
H -1.09 -2.78 -4.98 0.1213
H 0.44 -2.09 -3.15 0.1174
C 2.09 5.68 1.78 -0.0632
C 0.75 5.42 1.09 -0.5546
C 0.77 6.09 -0.29 -0.0363
C -0.36 6.03 1.95 -0.0425
C 0.50 3.92 0.90 -0.1612
C 1.43 2.95 1.19 -0.0789
C 1.15 1.62 0.95 -0.5116
Br 2.55 0.41 1.38 0.9558
C -0.06 1.15 0.42 -0.3148
O -0.22 -0.17 0.20 -0.2602
C -1.03 2.14 0.11 -0.0695
C -0.70 3.47 0.36 0.0061
C -2.42 1.94 -0.52 -0.5266
C -2.44 2.62 -1.91 -0.0301
C -2.84 0.50 -0.72 -0.0573
C -3.49 2.59 0.37 -0.0394
H 2.21 6.75 1.96 0.0884
H 2.93 5.35 1.16 0.0878
H 2.15 5.17 2.74 0.0891
H 0.97 7.16 -0.18 0.0890
H -0.19 5.98 -0.80 0.0800
H 1.54 5.66 -0.92 0.0837
H -0.19 7.10 2.08 0.0878
H -0.39 5.56 2.94 0.0920
H -1.35 5.90 1.50 0.0754
H 2.40 3.20 1.61 0.0908
H -1.44 4.22 0.10 0.0994
H -1.69 2.16 -2.56 0.0741
H -2.22 3.68 -1.84 0.0830
H -3.42 2.50 -2.37 0.0909
H -2.18 -0.01 -1.43 0.0668
H -3.86 0.47 -1.13 0.0941
H -2.83 -0.04 0.22 0.0826
H -3.35 3.66 0.49 0.0762
H -3.48 2.14 1.37 0.0941
H -4.48 2.43 -0.07 0.0876
Br 3.07 3.93 -3.95 0.7523
C 2.72 2.26 -3.13 -0.6912
C 1.41 1.84 -2.98 -0.1085
C 1.16 0.62 -2.38 -0.0330
C 2.20 -0.19 -1.92 -0.3008
C 3.51 0.27 -2.07 -0.0411
C 3.77 1.49 -2.67 -0.1109
N 1.89 -1.41 -1.28 -0.0397
C 2.74 -2.42 -1.32 -0.0946
C 2.36 -3.65 -0.73 -0.2582
C 3.19 -4.79 -0.71 -0.0208
C 2.73 -5.95 -0.17 -0.0587
C 1.41 -6.00 0.33 -0.0589
C 0.65 -4.88 0.30 -0.1209
N 1.08 -3.69 -0.21 -0.0491
H 0.60 2.46 -3.32 0.0977
H 0.14 0.29 -2.25 0.0951
H 4.34 -0.30 -1.67 0.1095
H 4.79 1.84 -2.78 0.1065
H 3.69 -2.37 -1.86 0.1289
H 4.19 -4.71 -1.11 0.1202
H 3.36 -6.83 -0.15 0.1108
H 1.01 -6.91 0.76 0.1057
H -0.36 -4.89 0.69 0.1102
```

=====

# 2
Formula: C41H40ClN2O8
Source: the OMol25 dataset
Level of theory: ωB97M-V/def2-TZVPD

Results
* Kohn-Sham gap: 6.960 eV
* E: -2757.677585 Ha
* total charge: +1

```
92
Properties=species:S:1:pos:R:3:lowdin_charge:R:1
C 0.36 -2.79 3.63 -0.0686
C -0.52 -1.70 3.06 -0.2427
O 0.23 -0.61 2.52 -0.1377
C 0.70 -0.84 1.22 -0.2019
C 1.55 0.37 0.87 -0.1633
C 2.90 0.31 1.61 -0.0328
N 3.90 0.29 0.52 -0.0406
C 5.34 0.14 0.79 -0.6446
Cl 5.59 -1.49 1.42 0.7251
C 5.86 1.21 1.73 -0.2459
C 5.38 2.61 1.35 -0.0773
C 3.38 0.36 -0.64 0.0843
C 1.91 0.61 -0.63 -0.2947
C 1.15 -0.22 -1.67 -0.0928
C 1.79 -0.40 -3.04 -0.2258
O 2.23 0.84 -3.59 -0.0519
C 1.82 2.15 -0.95 -0.1411
O 0.56 2.53 -1.45 -0.0875
N -0.37 2.71 -0.36 0.0186
O -1.41 2.97 -0.76 0.1210
H -0.25 -3.48 4.22 0.0836
H 1.10 -2.35 4.31 0.0809
H 0.87 -3.37 2.87 0.0625
H -1.15 -1.26 3.83 0.1239
H -1.18 -2.10 2.28 0.1223
H -0.13 -0.96 0.51 0.1314
H 1.30 -1.77 1.19 0.1377
H 0.99 1.23 1.25 0.1386
H 3.01 -0.61 2.18 0.1276
H 3.08 1.13 2.29 0.1399
H 5.85 0.21 -0.17 0.1215
H 6.94 1.17 1.65 0.1241
H 5.60 0.95 2.76 0.1150
H 5.98 3.36 1.88 0.0896
H 4.34 2.80 1.62 0.0650
H 5.50 2.80 0.28 0.0856
H 3.99 0.29 -1.53 0.1705
H 0.17 0.24 -1.80 0.1301
H 0.97 -1.23 -1.27 0.1248
H 2.61 -1.13 -3.01 0.1241
H 1.02 -0.81 -3.70 0.1288
H 3.18 0.79 -3.82 0.0995
H 2.53 2.43 -1.73 0.1304
H 2.05 2.71 -0.04 0.1351
C -3.94 -7.41 1.47 -0.0547
C -4.10 -8.65 0.87 -0.0496
C -3.00 -9.45 0.62 0.0037
C -1.73 -9.01 0.96 -0.0807
C -1.56 -7.75 1.56 -0.0852
C -2.68 -6.96 1.81 -0.0061
C -0.21 -7.24 1.92 -0.2749
O -0.07 -6.15 2.43 0.0839
C 0.96 -8.11 1.62 -0.0846
C 2.24 -7.66 1.93 -0.0089
C 3.34 -8.45 1.67 -0.0589
C 3.17 -9.71 1.10 -0.0517
C 1.91 -10.17 0.79 0.0035
C 0.80 -9.37 1.04 -0.0795
C -0.56 -9.89 0.69 -0.2761
O -0.70 -10.99 0.21 0.1172
H -4.80 -6.79 1.67 0.1085
H -5.09 -9.00 0.60 0.1107
H -3.10 -10.42 0.16 0.1232
H -2.53 -6.00 2.28 0.1153
H 2.35 -6.68 2.38 0.1141
H 4.33 -8.10 1.92 0.1063
H 4.04 -10.33 0.91 0.1100
H 1.76 -11.15 0.35 0.1232
C -3.15 4.72 -3.56 -0.0582
C -1.86 5.13 -3.26 -0.0749
C -1.64 6.38 -2.70 -0.0066
C -2.72 7.22 -2.44 -0.0815
C -4.01 6.81 -2.75 -0.0791
C -4.23 5.56 -3.31 0.0017
C -5.18 7.70 -2.50 -0.2767
O -6.31 7.33 -2.76 0.1122
C -4.92 9.05 -1.93 -0.0829
C -5.98 9.92 -1.72 0.0010
C -5.76 11.17 -1.19 -0.0516
C -4.47 11.57 -0.85 -0.0529
C -3.40 10.71 -1.05 -0.0012
C -3.62 9.45 -1.59 -0.0847
C -2.45 8.55 -1.81 -0.2778
O -1.33 8.88 -1.50 0.1036
H -3.32 3.74 -4.00 0.1079
H -1.02 4.48 -3.47 0.0997
H -0.64 6.72 -2.46 0.1180
H -5.24 5.25 -3.54 0.1217
H -6.98 9.59 -1.99 0.1218
H -6.59 11.85 -1.03 0.1097
H -4.30 12.55 -0.43 0.1091
H -2.40 11.00 -0.79 0.1203
```

=====

- Among the records above, which one has the highest E?
  C41H40ClN2O8

=====

- Which value of total charge does entry 1 give?
  +1